No. 1
Entry from the Open Molecules 2025 dataset: a cluster of 12 separate species, C42H72N14O2 in total (ωB97M-V/def2-TZVPD).

```
130
Properties=species:S:1:pos:R:3:forces:R:3:lowdin_charge:R:1
O -4.7983 -0.6983 -2.1945 -0.17 0.32 0.49 0.011
O 1.7727 2.3083 -2.5055 -0.24 -0.71 -0.27 0.012
N -5.7284 -0.8303 2.5578 1.75 -0.19 1.16 0.140
N 2.7799 -5.0602 0.6940 -0.33 1.61 -3.08 0.025
N -1.3286 -4.2914 2.0748 0.01 0.36 -4.41 0.142
N 8.1660 1.5349 -0.1838 -3.18 -3.87 0.30 0.128
N -4.3820 -2.2157 -3.7576 4.07 -1.44 -3.25 0.180
N -3.1801 4.5788 2.5836 1.23 -1.23 -1.65 0.135
N -1.8882 -1.0267 -5.1619 0.05 -0.04 0.10 0.166
N -2.3813 -0.5200 -0.8511 0.10 -0.88 1.69 0.055
N 1.8205 4.1504 -1.2769 -1.42 1.25 4.97 0.173
N 1.4044 2.6528 1.0198 0.10 0.19 1.85 0.187
N 2.5521 4.2707 -3.2346 2.46 2.37 -5.14 0.176
N -0.5599 -0.5683 7.9406 3.15 -0.48 -1.83 0.142
N 2.6486 0.2270 -4.1930 0.16 1.43 -0.11 0.002
N -6.2536 -2.2971 -2.8665 -4.50 -1.67 0.79 0.181
C -1.2869 -4.2120 0.8889 0.35 -0.18 4.10 -0.213
C 3.9790 -1.2102 -5.1690 0.19 -2.33 0.10 -0.131
C 1.6768 -1.1491 6.7193 0.87 0.59 -0.74 -0.205
C -2.7059 3.8699 1.7831 -1.71 0.25 1.40 -0.231
C -1.7765 2.8527 -4.3997 0.38 -0.21 -2.17 -0.079
C 5.1311 -0.2575 0.3309 1.11 0.97 0.40 -0.228
C 7.4391 0.5910 -0.0980 3.72 4.38 -0.12 -0.232
C -2.3794 -4.9201 -1.2016 0.27 1.49 -0.48 -0.242
C 1.5446 -2.1733 5.5738 -0.55 0.19 -0.39 -0.215
C -1.2522 -0.1190 -1.4436 -0.07 1.66 -2.33 -0.181
C -2.3343 1.1821 -6.4300 0.05 1.74 0.25 -0.168
C 4.4512 0.7071 -0.6161 -1.51 0.14 -1.39 -0.114
C 1.9891 -3.9601 0.9796 -0.14 -0.63 0.98 -0.164
C -2.0423 -0.0371 -5.7217 0.25 -0.22 0.59 -0.210
C 1.3611 3.6728 3.4639 -0.23 -0.69 0.24 -0.161
C -1.1867 -4.1838 -0.5823 0.02 -0.75 0.46 -0.186
C 6.6304 -0.5862 0.0534 -1.50 -0.86 -0.64 -0.195
C -3.4874 1.7021 4.7330 0.43 -1.68 -0.45 -0.088
C -0.2881 0.1304 -0.5304 1.63 -0.61 -0.18 -0.145
C 0.3330 -1.9382 4.6013 0.77 -0.39 0.45 -0.089
C -2.8673 0.3275 4.2653 -0.16 0.45 0.65 -0.217
C 1.4190 3.0694 2.1012 -0.40 0.07 -0.30 -0.132
C 0.4568 -0.7863 7.3810 -4.10 0.08 2.40 -0.240
C -2.4604 3.2938 -0.6831 -0.41 -0.02 1.90 -0.213
C 2.7854 -3.5640 -1.0532 0.12 -2.75 -0.86 -0.109
C 1.9375 -3.0774 -0.0793 -0.11 0.02 1.95 -0.142
C 1.9337 -0.9314 -4.0981 2.29 0.62 -0.64 -0.107
C -4.8158 -0.9047 3.2809 -2.66 0.60 -2.04 -0.271
C -2.1005 -0.7166 0.4822 1.06 -0.21 0.43 -0.131
C 2.0597 2.8145 4.5446 1.53 -0.09 -1.60 -0.231
C -5.1312 -1.6682 -2.8750 0.81 2.69 1.94 -0.783
C 3.1812 -4.8814 -0.6745 0.32 1.94 1.17 -0.088
C -2.7884 2.3946 -5.5380 0.00 -0.56 2.18 -0.206
C -1.9878 4.7628 -0.8769 0.54 -1.20 -1.85 -0.089
C -3.6875 -4.2411 -0.8066 -0.42 -0.94 0.07 -0.105
C 2.0479 3.4928 -2.3468 -0.59 -2.30 -0.78 -0.782
C 3.5794 2.7277 4.2297 -0.10 0.09 0.97 -0.104
C 2.8122 -1.8303 -4.6613 -1.32 -2.40 -0.18 -0.149
C -3.7621 -0.9757 4.2527 0.63 1.14 -0.09 -0.169
C -0.7517 -0.3784 0.6710 -1.33 -0.03 1.03 -0.129
C -2.1988 2.8786 0.8037 0.73 1.17 -0.56 -0.171
C 3.8809 0.0608 -4.8212 -1.45 2.75 1.16 -0.153
H -2.1578 5.5498 -0.1422 -0.73 -0.52 0.16 0.071
H 3.3690 0.6532 -0.4979 -0.19 0.26 0.85 0.052
H 3.8230 -5.5604 -1.2163 -0.03 -0.08 0.33 0.086
H 2.7839 5.2328 -3.0331 -0.14 -0.37 -0.22 0.116
H 7.0038 -1.2403 0.8414 0.20 0.19 0.04 0.117
H 4.0628 2.1414 5.0111 0.12 0.15 0.20 0.065
H 2.6115 -2.8912 -4.6848 0.04 -0.09 -0.26 0.082
H -1.9751 2.5030 -1.2551 0.74 0.61 -0.29 0.077
H -1.4507 1.5884 -6.9222 0.20 -0.60 -0.33 0.120
H 0.4111 -2.6470 3.7768 -0.19 -0.15 0.11 0.040
H -6.9735 -2.1454 -2.1745 0.17 -0.14 -0.31 0.136
H -3.6876 -3.1519 -0.7665 0.36 0.00 -0.37 0.061
H -4.2010 1.9507 3.9474 -0.26 0.56 0.53 0.064
H 4.7106 1.7658 -0.6086 0.39 -0.08 0.73 0.075
H -1.1190 -3.1556 -0.9379 -0.19 0.13 0.15 0.107
H 4.5651 -1.1730 0.5031 0.06 0.02 -0.23 0.100
H -3.4976 3.1006 -0.9568 -0.32 0.59 0.28 0.108
H 1.5097 3.5415 -0.5334 0.08 0.47 0.51 0.025
H 4.0180 3.7256 4.2309 0.15 -0.02 -0.06 0.074
H -2.1512 3.7157 -3.8492 -0.27 -0.35 0.11 0.059
H 1.4462 -3.9896 1.9127 0.02 0.33 -0.02 0.082
H 0.3320 3.8003 3.7997 -0.28 -0.04 -0.57 0.113
H -0.1091 -0.4512 1.5360 -0.49 -0.03 0.35 0.087
H -4.0018 -4.5562 0.1884 -0.07 -0.12 0.03 0.076
H 6.6839 -1.1479 -0.8792 0.15 -0.09 -0.11 0.120
H 1.5175 -3.1784 5.9947 -0.49 -0.02 0.11 0.105
H -3.4479 -1.8592 -3.9013 -0.01 -0.26 -0.37 0.064
H 2.4823 -2.1980 5.0188 0.03 0.40 -0.13 0.100
H -1.2446 0.1406 -2.4919 -0.09 -0.13 -0.06 0.088
H -0.6214 -2.0801 5.1083 0.06 -0.14 0.05 0.064
H 2.6751 3.9567 -4.1867 0.09 0.03 0.29 0.123
H -4.4242 -4.5915 -1.5295 -0.41 0.25 0.19 0.063
H 2.8668 -3.0552 -2.0024 0.44 -0.40 -0.21 0.076
H -2.6902 2.4422 4.8023 -0.04 0.04 -0.42 0.054
H 1.7777 4.6789 3.4151 0.22 -0.06 -0.04 0.121
H -4.7183 -3.0462 -4.2236 0.94 0.33 -0.18 0.117
H 1.3641 -2.1632 -0.1220 0.02 -0.03 0.11 0.083
H -3.1704 -1.8326 3.9306 0.27 -0.12 0.53 0.106
H -2.2257 -4.7677 -2.2699 -0.13 -0.23 -0.22 0.103
H -0.9104 4.7713 -1.0419 0.24 -0.18 0.16 0.050
H 0.2846 -0.9597 4.1235 0.37 0.25 0.26 0.055
H 3.0574 -5.7822 1.3435 -0.23 0.12 -0.38 0.138
H 4.3867 0.5280 -1.6893 1.02 -0.86 -0.29 0.062
H 2.2088 5.0628 -1.0851 -0.21 -0.41 0.05 0.125
H -3.8872 1.6542 5.7458 -0.47 -0.16 -0.21 0.068
H -6.2495 -3.0506 -3.5390 -1.35 0.02 0.80 0.110
H 3.8711 2.2100 3.3159 -0.55 0.17 -0.29 0.065
H -1.9868 0.1449 4.8813 -0.04 -0.33 0.07 0.076
H 4.8201 -1.7094 -5.6270 -0.12 0.05 0.00 0.095
H -1.4874 2.0179 -3.7612 -0.25 0.15 0.16 0.049
H 2.4410 -1.4039 7.4536 -0.16 -0.40 0.10 0.121
H -0.8685 3.2000 -4.8926 0.32 0.03 0.12 0.064
H -3.6076 2.1103 -4.8776 -0.68 -0.24 -0.69 0.097
H -2.4983 0.5082 3.2557 0.02 -0.27 -0.15 0.076
H -2.3735 5.0228 -1.8627 -0.19 0.70 0.11 0.053
H -2.4025 1.8294 1.0179 -0.39 0.23 0.25 0.089
H 2.0360 -0.1891 6.3486 0.20 0.08 -0.48 0.102
H -0.2608 -4.6692 -0.8907 0.18 0.01 0.27 0.112
H 1.8795 3.2715 5.5176 0.02 -0.21 -0.04 0.112
H -4.3121 -1.1597 5.1756 0.60 -0.10 0.40 0.123
H 0.9594 -0.9229 -3.6322 0.15 -0.39 -0.09 0.098
H -1.1211 3.0086 0.9019 0.27 -0.41 0.04 0.074
H 4.5559 0.9003 -4.8983 -0.08 -0.06 -0.12 0.106
H 1.7333 1.7754 4.5002 -0.67 0.17 0.25 0.094
H -2.7987 -1.1295 1.1952 -0.16 0.03 -0.27 0.094
H 5.1967 0.2926 1.2696 -0.41 -0.22 0.41 0.095
H 2.2918 1.0979 -3.8264 0.18 0.25 0.23 0.074
H -2.3714 -5.9959 -1.0264 -0.02 0.12 0.28 0.115
H -3.0639 0.8720 -7.1780 -0.14 0.52 -0.12 0.119
H -3.1025 3.2447 -6.1436 0.14 -0.20 -0.13 0.102
H -3.2623 -0.7078 -1.3078 -0.45 0.14 -0.25 0.077
H 0.7132 0.5079 -0.6768 -0.12 0.04 -0.36 0.076
```
Forces are in eV/Å.

Its energy above the lowest of the compared OMol25 structures with the same formula, charge and spin is 0.0 kcal/mol.


No. 2
Entry from the Open Molecules 2025 dataset: a structure of composition C39H38AsFeN7O2 (ωB97M-V/def2-TZVPD).

```
88
Properties=species:S:1:pos:R:3:forces:R:3:lowdin_spin:R:1
As -2.0508 -3.4550 2.1280 -0.72 0.22 0.42 0.000
Fe 0.8861 1.1175 -0.2549 -0.10 -0.76 1.15 1.982
O -3.7374 5.3522 -3.3560 -0.66 -2.31 -0.21 0.000
O -4.9119 3.3442 -3.6861 2.06 1.65 0.68 0.000
N -0.6662 2.1118 -1.3930 -0.74 0.20 -0.34 -0.004
N -0.4888 -0.4484 -1.1615 -0.02 -0.43 -0.74 0.032
N -0.1688 1.1911 1.5464 -1.02 -0.40 0.35 0.096
N 1.6460 0.1047 2.5442 0.40 0.31 -0.75 0.269
N 2.0013 0.1133 1.2587 -0.71 1.14 -0.32 0.259
N 1.3987 3.3071 -0.3763 -1.66 0.58 0.40 0.034
N 2.7256 0.2956 -1.2314 -0.86 1.09 -0.92 0.386
C 3.5241 -0.4858 -0.4342 1.04 0.11 0.04 0.065
C 5.1532 -1.8206 1.4283 -0.65 0.76 -0.39 0.094
C -2.3036 -0.9370 -2.6779 -0.12 1.42 -0.09 0.001
C -3.9517 4.0913 -3.2650 -2.73 1.51 -0.98 0.000
C 0.3830 4.1144 -0.8320 2.60 1.65 0.82 0.004
C -2.8501 1.9898 -2.4595 0.68 0.79 0.60 0.000
C 0.3378 -4.0397 3.7862 0.18 0.44 -0.78 0.000
C 5.0737 0.9584 -3.9859 1.51 0.77 0.85 -0.006
C 4.5944 1.0039 -2.6797 -0.24 -0.68 0.06 0.104
C -1.5177 -0.0307 -1.9470 0.89 -1.36 0.78 0.002
C 2.3672 3.8737 0.3203 1.57 -0.02 -0.09 0.005
C -2.9136 3.3902 -2.4804 0.75 -0.52 0.62 -0.001
C -0.0934 1.0050 3.9937 0.25 -0.44 -1.95 0.062
C 4.0678 -1.0723 1.8620 -1.22 -0.19 0.68 0.047
C -3.2885 -4.9997 1.7645 0.30 1.50 0.26 0.000
C -4.3498 -1.5248 1.9568 1.04 0.17 0.20 0.001
C 1.7180 6.0679 -0.3102 -0.10 0.66 -0.55 0.002
C -2.0155 -2.2771 -2.6242 0.19 -0.57 0.38 -0.001
C -1.1822 -4.1618 3.7944 -0.49 0.15 0.14 0.000
C -1.6980 1.4153 -1.9518 0.28 0.48 0.55 -0.002
C -3.9975 -4.8928 0.4391 -1.33 -0.09 -0.92 0.000
C 3.1986 0.7942 -2.4257 0.49 0.00 -0.96 0.010
C -2.1266 1.4924 2.8509 -2.24 0.09 -0.38 0.079
C 2.3138 1.0325 -3.5389 0.30 -0.24 -0.50 0.094
C 2.8296 1.0445 -4.8511 0.06 0.18 1.17 -0.016
C -1.9386 4.1311 -1.8203 1.94 -0.56 0.36 0.001
C -3.4798 -2.2572 3.0217 0.76 -0.16 -0.77 0.000
C -1.4825 1.5144 1.6440 0.48 -0.34 -1.02 0.008
C -0.9670 -2.7020 -1.7866 -0.86 0.17 -0.70 0.001
C 0.4677 0.7279 2.6809 -0.92 1.38 0.29 0.037
C 3.1875 -0.4571 0.9450 1.21 -1.49 0.10 0.082
C 4.6465 -1.2651 -0.8557 -1.08 0.68 0.46 0.073
C 5.3851 -1.9721 0.0623 0.27 0.30 0.34 0.055
C -0.2224 -1.7564 -1.1110 0.27 -0.27 0.31 0.002
C 2.6045 5.2503 0.3807 -0.70 -0.36 -0.15 0.000
C -0.7928 3.4613 -1.3165 -1.76 -1.49 -1.41 -0.001
C 4.2115 0.9307 -5.0383 -1.16 -0.61 -1.71 0.100
C 0.5878 5.5273 -0.8682 -1.05 -1.97 -0.44 0.001
C -1.4256 1.2949 4.0460 0.24 0.46 -0.13 0.017
H -5.0128 -2.2078 1.4307 -0.02 -0.07 0.07 0.000
H -0.7750 -3.7505 -1.6529 0.23 -0.20 -0.05 0.000
H -3.2386 1.6225 2.8259 1.20 0.04 0.27 0.003
H 3.7281 -1.0754 2.9198 0.65 0.20 -0.81 0.003
H -2.0063 1.7012 0.6540 0.63 -0.03 1.57 -0.001
H -3.7002 -1.0390 1.1914 -0.42 -0.23 0.50 0.000
H 3.4333 5.6185 0.9478 0.36 0.20 0.04 0.000
H -1.6019 -3.5292 4.5906 0.10 -0.29 -0.07 0.000
H 1.8003 7.1311 -0.5677 0.65 -0.31 0.88 0.000
H -2.6224 -2.9692 -3.2214 0.38 0.14 0.41 0.000
H -4.8985 -5.5466 0.4341 0.42 0.39 0.04 0.000
H 1.2325 1.1316 -3.4122 0.33 -0.29 0.28 0.004
H 6.1602 1.0235 -4.2183 -0.87 -0.15 0.51 -0.002
H -0.1303 6.1526 -1.4034 0.27 -0.19 0.31 0.000
H 4.9330 -1.2591 -1.8855 -0.10 -0.26 -0.43 0.001
H -4.0916 -2.9565 3.5987 0.09 0.29 0.23 0.000
H -4.9635 -0.7503 2.4247 0.02 -0.05 -0.06 0.000
H -2.9231 -1.5489 3.6886 -0.59 -0.57 -0.54 0.000
H 6.2055 -2.5741 -0.2678 0.37 -0.21 -0.19 0.002
H 2.2029 1.1358 -5.7408 -0.07 -0.06 0.53 -0.003
H 5.8419 -2.1977 2.1495 0.23 -0.56 0.34 0.004
H -1.9092 5.2208 -1.7786 -0.67 -0.47 -0.29 0.000
H -1.4977 -5.2000 3.9792 -0.03 0.34 -0.06 0.000
H -3.6985 1.3964 -2.7718 0.10 0.27 -0.37 0.000
H 0.6364 -2.0986 -0.5057 -0.56 0.49 -0.19 0.000
H 0.7660 -4.0878 4.7838 -0.03 -0.07 0.15 0.000
H 0.6185 -3.0554 3.3508 0.05 -0.58 0.25 0.000
H 0.5692 1.0328 4.8266 0.21 -0.47 0.58 0.003
H 0.8080 -4.8336 3.1804 -0.17 0.37 0.15 0.000
H -1.9194 1.4590 4.9893 -0.09 -0.03 0.17 0.000
H -2.6465 -5.8485 1.8154 0.23 -0.90 0.16 0.000
H -3.4468 -5.2019 -0.4563 0.40 0.01 0.39 0.000
H -4.0058 -4.9789 2.5918 0.15 -0.33 -0.10 0.000
H -4.3572 -3.8729 0.2038 0.15 -0.42 0.29 0.000
H 3.1018 3.1636 0.7538 -0.51 0.57 -0.19 0.000
H -3.1173 -0.5146 -3.2845 0.46 -0.50 0.19 0.000
H 5.2840 1.0767 -1.8339 -0.26 -0.14 -0.31 0.002
H 4.5523 0.7367 -6.0648 0.11 0.45 0.52 0.005
```
Forces are in eV/Å.

Its energy above the lowest of the compared OMol25 structures with the same formula, charge and spin is 0.0 kcal/mol. Its spin multiplicity is 5.


No. 3
Entry from the Open Molecules 2025 dataset: the ion C4H12N5 with charge +1 (ωB97M-V/def2-TZVPD).

```
21
Properties=species:S:1:pos:R:3:forces:R:3:lowdin_charge:R:1
N 2.4013 -0.5310 0.7448 0.84 -0.02 0.00 0.028
N 0.8468 -2.1465 -0.0703 0.42 -0.26 -0.18 0.044
N 1.0936 -0.9132 0.5961 -2.24 1.94 -1.72 -0.134
N -0.1652 -0.7902 -1.5247 -0.63 0.42 -0.68 0.068
N -0.7864 0.7227 0.3133 -0.20 -0.22 0.24 -0.145
C 0.1760 -1.9909 -1.2240 0.34 0.26 0.54 -0.149
C 0.2672 0.1021 -0.5672 2.04 -2.29 1.96 -0.193
C -0.4353 2.1136 0.6466 0.33 0.78 0.32 -0.001
C -2.1629 0.6210 -0.2322 -0.83 -0.03 -0.49 0.016
H 2.7619 -0.8293 1.6437 -0.02 0.04 -0.11 0.095
H -2.7077 -0.1852 0.2510 0.13 -0.07 0.00 0.111
H -0.7276 0.1758 1.1816 0.06 0.04 -0.19 0.173
H 0.9428 0.8771 -0.9306 -0.03 0.05 0.19 0.150
H 0.5777 2.1537 1.0418 0.02 -0.11 -0.01 0.108
H -0.4927 2.7313 -0.2473 -0.06 -0.10 -0.06 0.118
H -1.1227 2.5009 1.3978 -0.02 -0.13 -0.08 0.114
H 1.3630 -2.9664 0.2064 -0.09 0.02 0.07 0.153
H 3.0333 -0.7835 -0.0132 -0.15 -0.07 0.02 0.102
H -2.1129 0.4190 -1.3014 0.01 0.06 0.16 0.099
H -2.6987 1.5511 -0.0605 0.12 0.00 0.08 0.104
H -0.0516 -2.8322 -1.8518 -0.05 -0.29 -0.08 0.140
```
Forces are in eV/Å.

Its energy above the lowest of the compared OMol25 structures with the same formula, charge and spin is 42.0 kcal/mol. The net charge is +1.


No. 4
Entry from the Open Molecules 2025 dataset: a structure of composition C6H14CrO4 (ωB97M-V/def2-TZVPD).

```
25
Properties=species:S:1:pos:R:3:forces:R:3:lowdin_spin:R:1
Cr 0.2977 0.6040 1.9342 0.98 0.21 -0.05 4.736
O 0.1643 -1.4170 1.0638 -0.77 -0.25 0.07 0.061
O -1.7604 -2.9915 -2.2604 -0.07 0.12 0.17 0.000
O 2.0575 0.4901 -0.5734 -0.11 -0.12 0.00 -0.007
O -1.2453 0.8456 0.5065 -0.53 0.78 0.18 0.076
C 2.0875 0.0396 0.7945 0.23 -0.07 0.70 -0.008
C 1.6066 -1.3851 0.8513 0.17 -0.24 -0.59 0.022
C -2.1672 1.9224 0.5388 -0.09 0.06 -0.10 0.032
C -1.8113 -0.4002 0.1055 -0.20 -0.48 -0.49 0.009
C 2.2082 1.8701 -0.7006 -0.05 0.24 -0.02 0.015
C -0.6835 -1.3645 -0.1531 0.90 -0.43 0.20 0.006
H 0.0097 -1.0642 -0.9490 -0.69 0.18 -0.06 0.000
H 2.1836 2.1228 -1.7699 0.01 -0.12 0.21 0.001
H 3.1700 2.2195 -0.2806 -0.21 -0.04 -0.03 0.000
H -1.3280 -3.3550 -3.0396 -0.04 -0.02 -0.02 0.000
H -1.6312 2.8028 0.9118 -0.14 -0.22 -0.11 0.019
H -2.4883 -0.7689 0.8940 0.22 0.06 -0.03 0.001
H -2.4184 -0.2569 -0.8006 0.31 -0.19 0.06 0.001
H -2.5468 2.1165 -0.4744 0.02 -0.02 0.20 0.002
H 1.3891 2.4141 -0.1899 0.24 -0.10 -0.04 0.015
H 1.8266 -1.9779 -0.0547 -0.07 0.17 0.14 0.003
H 2.0533 -1.9046 1.7110 -0.20 0.19 -0.14 0.006
H -3.0088 1.6937 1.2100 0.11 0.06 -0.14 0.001
H 3.1317 0.0926 1.1572 -0.26 0.04 -0.05 0.009
H -1.0968 -2.3479 -0.4322 0.23 0.17 -0.06 0.000
```
Forces are in eV/Å.

The net charge is -1. Its spin multiplicity is 6.


no.,total energy (eV)
1,-69675.3106
2,-150808.4646
3,-11784.1729
4,-43055.6789